# 1
83
Properties=species:S:1:pos:R:3 method="wB97M-V/def2-TZVPD" e_tot_ev=-107226.7531 homo_lumo_gap_ev=7.075 lumo_energy_ha=-0.225 charge=+2
H -0.366 7.273 -0.274
H 8.136 -1.388 1.938
H 4.153 -3.075 -4.712
C 2.998 -1.284 -4.974
H -2.445 5.325 1.785
C 1.914 4.849 -0.986
H 1.758 0.617 -2.476
H -3.047 6.012 0.279
C 6.033 -1.547 2.324
C 2.269 -0.209 -2.951
O 0.530 2.381 -1.853
H -5.674 -3.735 -0.437
H 3.901 7.093 -2.524
H -0.561 6.620 1.374
H -5.037 -1.451 -1.251
H 4.942 3.944 0.188
H 1.844 0.520 -4.925
H 3.047 -1.316 -6.054
C -0.019 3.249 -1.234
C 2.889 -1.189 -2.176
C 4.761 -1.490 1.779
H 1.089 -3.150 -1.967
C 5.699 -1.008 -0.378
C 4.562 5.569 -1.164
N 0.427 -2.567 -0.049
H 3.906 -1.657 2.427
C -1.515 4.561 0.030
C 0.014 -5.384 -0.470
Ga -0.090 -0.320 -0.063
H 1.943 1.151 0.018
C 3.607 6.271 -1.887
H 2.287 -3.624 -0.138
H 6.162 -1.760 3.377
H -3.493 4.355 0.740
H -1.413 -3.177 0.767
H -0.453 -2.322 -1.983
C 4.571 -1.221 0.419
C 1.878 -2.696 0.271
C 6.974 -1.066 0.165
C 3.570 -2.220 -2.837
H 1.517 6.444 -2.370
H 2.550 3.310 0.367
H -2.207 2.956 -1.293
Si 2.867 -1.196 -0.314
N -1.995 -1.239 -0.561
C -0.035 -4.819 0.963
C 2.321 -0.255 -4.339
N 0.537 4.464 -0.881
C -2.693 5.091 0.747
C 1.772 0.149 0.403
H 1.982 -2.761 1.357
C -4.498 -1.932 -0.433
C -0.595 -4.403 -1.469
O -1.471 0.973 0.060
C 2.859 4.132 -0.266
C -0.357 -3.326 0.964
H -0.802 -5.321 1.554
H -0.528 -4.805 -2.480
C 0.138 -3.065 -1.442
C -1.400 3.200 -0.597
H -4.233 -3.839 -1.450
H 1.020 6.544 0.563
C 7.142 -1.337 1.515
H -4.092 -3.937 0.315
C 2.271 5.910 -1.805
C 4.192 4.495 -0.364
C -0.056 6.495 0.421
H -1.658 -4.261 -1.256
H -4.907 -1.547 0.503
H 7.838 -0.904 -0.465
H 1.815 0.151 1.495
H -0.512 -6.336 -0.519
H 5.583 -0.798 -1.435
N -0.399 5.180 -0.116
H 1.047 -5.583 -0.761
H 5.602 5.858 -1.227
H -0.149 -2.892 1.945
C 3.623 -2.271 -4.220
O -1.403 2.320 0.509
C -3.106 -1.512 -0.504
C -4.624 -3.461 -0.507
H 4.073 -2.991 -2.262
H 0.914 -4.999 1.467

***

# 2
85
Properties=species:S:1:pos:R:3 method="wB97M-V/def2-TZVPD" e_tot_ev=-86595.6473 homo_lumo_gap_ev="7.810 / 7.822" lumo_energy_ha="-0.216 / -0.215" charge=+2 multiplicity=5
H 2.805 5.165 4.251
C 2.352 3.168 2.557
O -2.785 -0.275 1.474
C 0.612 3.939 -2.388
N 0.560 1.811 -1.178
H 3.452 -5.108 -0.680
H 1.927 3.228 1.554
N 3.409 0.105 -2.434
C -0.394 2.080 3.031
S 1.936 -0.763 -0.460
H -3.144 2.053 1.572
H 0.747 6.710 6.967
C -0.457 -2.454 1.911
C -3.392 4.403 -0.829
N -2.275 -0.385 -0.681
C -0.764 3.731 4.771
C -0.180 -1.641 3.019
C 1.811 4.756 4.382
C 1.171 -1.461 3.347
C -3.969 -0.087 -2.343
H 3.193 -2.012 3.016
H 3.907 -0.763 -2.321
C -3.205 -0.344 0.282
C -1.326 3.193 -0.876
H 3.705 0.724 -3.172
H 5.068 -3.864 0.485
H 0.403 3.697 -3.433
C 2.173 -2.154 2.691
C 1.405 3.709 3.584
H 3.115 -4.757 1.772
H 4.272 -2.293 0.404
C 4.343 -3.217 0.976
H 2.352 -3.774 -1.014
H -2.200 -0.984 3.491
C 2.994 -3.929 1.062
C -4.874 -0.221 -1.363
H -2.144 2.182 5.375
C 2.613 -4.541 -0.283
H 0.212 4.927 -2.188
H 2.577 2.116 2.736
C -1.244 -1.170 3.973
C 0.981 5.303 5.362
H -2.779 3.264 4.134
O 0.210 1.467 2.120
H -4.271 0.021 -3.371
C -3.759 3.649 0.270
H 1.692 4.008 -2.252
H 2.409 6.173 6.687
C -2.549 -0.052 -1.996
C -2.152 3.215 5.025
H -4.050 5.160 -1.230
Ho -0.491 0.142 0.553
H -5.268 0.340 1.818
H -0.924 -0.277 4.513
H -1.841 4.759 -2.258
C 0.095 3.182 3.779
H -5.582 -1.367 1.452
C 0.007 2.925 -1.470
H -5.937 -0.242 -1.551
O -1.635 0.260 -2.743
N -4.521 -0.313 -0.029
N -1.701 2.429 0.159
H -4.705 3.800 0.769
C 2.367 0.353 -1.646
C -2.885 2.674 0.723
C -5.525 -0.365 1.029
N 1.731 1.529 -1.836
H 0.290 -3.807 0.437
H -2.630 3.815 5.793
H -6.489 -0.096 0.605
C 1.469 6.435 6.203
C -0.300 4.781 5.539
C -2.150 4.180 -1.403
H -0.940 5.207 6.299
H 4.748 -2.974 1.957
C 1.895 -3.061 1.662
C 0.563 -3.157 1.256
H 1.432 -0.814 4.177
H -1.407 1.727 3.272
H 1.775 -5.231 -0.202
H 1.662 7.309 5.579
H 1.970 2.097 -2.638
H -1.395 -1.946 4.727
H -1.490 -2.659 1.635
H 3.281 3.734 2.581

***

# 3
85
Properties=species:S:1:pos:R:3 method="wB97M-V/def2-TZVPD" e_tot_ev=-113063.8912 homo_lumo_gap_ev="5.498 / 5.663" lumo_energy_ha="-0.017 / -0.064" multiplicity=6
H -1.443 2.421 1.069
H 0.069 0.446 4.621
H 3.598 -5.151 -0.711
C -1.161 -4.047 2.188
C 5.198 0.936 0.851
C 4.026 -1.986 -1.880
C -1.393 -4.434 -0.556
C 1.655 -2.447 -1.442
N 1.814 -0.274 0.860
H -2.027 3.133 3.635
C 2.670 -1.542 -1.928
Sb -5.658 0.118 -1.211
C 2.028 -3.708 -1.046
H 0.241 6.241 0.466
H -2.163 -5.935 2.381
Rh -0.278 0.371 -0.006
N 3.956 0.203 1.009
C 2.733 0.645 0.664
H -0.775 4.373 3.591
H 2.081 4.737 -1.130
C -0.991 4.014 -1.407
C 3.365 -4.147 -1.040
H -0.702 4.888 -1.997
H 2.583 1.746 3.007
H 0.668 5.374 1.943
H 6.102 -1.545 -2.222
C -0.951 -3.443 -4.899
C 3.542 0.567 -2.835
C -0.002 5.369 1.080
H -2.019 4.164 -1.070
H -1.499 -4.580 -1.624
C 5.095 -1.150 -2.281
C 2.487 -0.223 -2.457
H -1.007 3.150 -2.075
C -1.891 -5.382 0.327
I 0.643 0.723 -2.807
H 4.641 -1.669 1.810
C -0.890 -2.345 -2.754
H -0.262 -2.168 1.689
H 1.271 -4.392 -0.690
C 1.931 3.807 -0.577
H 2.145 2.986 -1.265
H 2.025 2.887 4.225
C -1.767 -5.196 1.696
S -2.549 -0.482 0.730
H -1.225 0.155 3.453
H 5.680 0.751 -3.054
H -1.091 -3.880 3.255
C -0.349 2.275 1.025
C 2.481 -1.369 1.362
S -3.322 0.976 -0.362
Si 0.150 3.784 0.068
C 4.344 -3.292 -1.429
H -0.481 -4.085 -5.633
H 5.892 0.642 1.635
H 4.998 2.001 0.942
H 5.385 -3.591 -1.417
H 2.275 3.436 2.571
H -1.022 5.497 1.449
C -2.788 -2.051 -4.214
H 1.976 -2.281 1.622
H 3.353 1.558 -3.225
C -0.674 -3.095 1.307
C -0.298 -3.175 -3.703
H 0.443 -0.306 3.067
C 4.867 0.110 -2.740
C 3.807 -1.084 1.463
H 0.674 -3.612 -3.516
H 2.549 1.638 0.290
H -3.744 -1.580 -4.398
S -5.071 0.565 -3.345
H 2.670 3.795 0.230
H 5.641 0.730 -0.123
C -2.196 -2.887 -5.152
P -0.105 -1.973 -1.153
C -0.763 -3.291 -0.073
H -2.602 -1.101 -2.315
Si 0.112 2.163 2.822
H -0.798 3.189 4.902
H -2.384 -6.266 -0.056
C -0.970 3.327 3.831
C -2.136 -1.779 -3.021
C -0.177 0.449 3.555
H -2.702 -3.094 -6.086
C 1.919 2.599 3.176

***

# 4
89
Properties=species:S:1:pos:R:3 method="wB97M-V/def2-TZVPD" e_tot_ev=-172422.3409 homo_lumo_gap_ev=5.833 lumo_energy_ha=0.141 charge=-2
H 1.089 4.514 0.369
N -0.490 -1.271 -1.119
C -1.736 0.205 4.537
H -4.570 1.703 2.157
C -1.466 -1.119 -3.389
H 3.961 -0.292 2.590
C -1.292 2.270 -0.259
H -0.622 0.148 6.370
H 1.644 -3.199 2.946
N 4.890 0.673 -0.153
H 3.986 1.752 -1.548
B -0.769 -0.221 -0.128
C 2.662 -3.353 -2.235
C -2.151 4.606 -0.468
C -1.745 -0.016 3.163
H -2.840 0.203 1.348
C 0.103 4.152 0.093
H -2.999 5.249 -0.668
H -4.929 -0.801 2.090
N 2.859 3.280 1.436
H -2.323 1.500 -3.341
H 2.872 0.035 -2.881
C -2.789 -0.572 -2.908
C -0.368 -1.349 -2.543
H -3.942 1.628 3.808
H -2.727 -0.368 -1.844
H 2.987 -3.702 -3.221
H 4.355 2.567 -0.192
H 1.958 -1.578 -1.281
C 3.257 4.306 1.827
H 1.903 -4.049 -1.870
N -1.419 1.016 -0.370
C 0.603 -0.651 3.298
N -3.723 2.957 -0.630
H 4.125 -1.083 -2.314
H 0.013 -3.366 -0.924
H -0.098 -2.920 1.713
Cu 1.725 1.905 0.404
C -0.202 -2.446 -0.408
C 3.207 -1.003 -2.896
H -4.104 -1.759 -4.185
C -3.082 0.760 -3.604
C -0.917 5.092 -0.200
C -4.025 -0.940 2.687
C -1.345 -1.401 -4.748
H 1.857 -1.055 1.615
H -3.089 0.649 -4.692
H -4.308 -0.971 3.744
H 1.452 -0.583 5.256
O 2.645 0.243 -0.089
C 2.399 -2.436 3.145
N 4.718 1.887 -0.854
H -2.201 -1.236 -5.391
H -2.979 2.367 2.523
H 3.436 -1.275 -3.931
H 2.754 0.987 2.739
C 3.824 -0.224 0.028
C 3.019 -0.020 3.066
S 3.806 5.759 2.364
C 0.852 -1.792 -3.098
N -0.035 2.857 0.070
H -0.692 6.149 -0.169
C -0.259 -2.224 0.908
C -3.670 1.553 2.752
H 5.746 0.201 -0.391
H -3.584 -1.905 2.424
C -3.042 0.199 2.415
C -3.931 -1.565 -3.122
C 0.552 -0.434 4.672
H 3.303 -2.697 2.593
H 3.185 0.013 4.147
H -4.050 1.150 -3.287
C 2.134 -1.919 -2.298
H -0.114 -2.142 -6.342
C 0.913 -2.083 -4.457
H 1.848 -2.445 -4.870
H -2.645 0.542 5.020
C 1.941 -1.044 2.699
C -0.178 -1.906 -5.286
C -0.605 -0.017 5.299
Se -4.626 1.428 -0.589
H 3.511 -3.383 -1.550
O 4.122 -1.397 0.298
H -3.715 -2.519 -2.635
C -2.435 3.204 -0.465
N -0.581 -0.886 1.166
H -4.852 -1.161 -2.695
C -0.572 -0.475 2.539
H 2.618 -2.455 4.217

***

# 5
84
Properties=species:S:1:pos:R:3 method="wB97M-V/def2-TZVPD" e_tot_ev=-194353.4092 homo_lumo_gap_ev=3.575 lumo_energy_ha=0.148 charge=-2
H 3.572 -1.025 -0.830
H -3.633 -6.064 -0.682
H 0.088 4.439 1.066
H 0.470 2.821 -3.733
H 0.088 2.235 2.290
H -1.587 2.482 2.823
C 0.483 -6.061 -0.930
H -3.244 3.217 -0.306
C -0.456 2.239 -3.706
H -4.949 -3.978 -0.782
H -2.471 0.744 -2.775
Br 2.952 -4.684 -1.230
H -0.145 -1.210 5.220
C 2.207 -1.203 4.026
H -2.383 -1.478 4.153
C 0.314 -3.594 -1.270
C 4.175 -1.143 2.362
H -1.012 2.465 -4.636
H 7.257 -1.184 0.998
H 1.557 -1.301 1.291
H -4.424 -1.229 -2.033
H 2.760 4.132 -1.271
H -1.133 1.017 1.906
N -1.904 -2.648 -1.157
C 1.413 2.455 -0.872
C -0.979 4.293 0.866
H 3.082 2.494 0.523
H 2.033 0.455 -1.472
H 3.330 1.693 -1.584
Pd -0.610 -0.517 -0.711
C -1.547 -1.613 2.171
H -3.337 3.074 1.461
H 4.183 -1.124 4.504
C 0.725 -1.390 1.964
C 1.986 2.340 0.548
C -0.958 2.092 1.999
H -3.413 2.006 -1.983
C -2.656 1.820 -2.752
C -2.844 2.671 0.555
H -2.492 -1.778 1.661
C 6.176 -1.158 1.084
C -3.976 -1.412 -1.051
C -0.240 -1.316 4.144
Si -0.482 1.789 -0.833
O 0.820 -2.480 -1.487
H 1.134 4.634 -0.770
H -1.238 4.893 -0.011
C -0.877 -6.197 -0.836
H 6.148 -1.251 3.234
C 1.053 -4.809 -1.129
C 4.169 -1.065 0.078
C 1.682 3.889 -1.357
Br -1.597 -7.957 -0.572
H -0.194 1.173 -3.714
H -4.782 -1.416 -0.308
H 1.568 3.092 1.228
C -3.211 -2.712 -1.029
C 3.493 -1.163 3.668
C -1.320 2.803 0.687
C -1.638 4.077 -2.522
H 1.406 4.030 -2.405
H 1.793 1.344 0.972
C 5.567 -1.187 2.321
C -3.141 -5.108 -0.815
N -0.471 -1.533 1.388
C -1.151 -3.780 -1.114
H -3.080 2.136 -3.727
N 3.491 -1.078 1.229
H 2.046 1.599 -2.805
N 5.496 -1.096 -0.062
H -2.025 4.380 -3.517
H -1.529 4.715 1.731
C -1.731 -5.066 -0.921
H 1.121 -6.930 -0.844
C 0.913 -1.296 3.342
C 2.249 1.492 -1.738
C -1.337 2.565 -2.494
C -3.866 -3.952 -0.870
H 2.087 -1.189 5.107
H -2.401 4.353 -1.788
H -3.126 1.614 0.447
H -3.275 -0.601 -0.843
C -1.479 -1.469 3.556
H -0.748 4.683 -2.321